Formula: C13H35AlF3O7S
Source: OMol25
Level of theory: ωB97M-V/def2-TZVPD

- HOMO (eV) = -5.4
- net charge = -1
- electronic energy (eV) = -53967.563
- molar mass (g/mol) = 419.46
- ΔE to the lowest compared entry with this formula, charge and spin (kcal/mol) = 0.00

The geometry in XYZ format:
```
60
Properties=species:S:1:pos:R:3:forces:R:3
C 1.8398 1.2634 2.9543 -0.1 -0.1 0.0
C 0.5003 1.1579 2.2369 0.0 0.0 0.0
C 0.0143 2.5096 1.7277 0.2 0.0 0.0
C -1.2849 2.4183 0.9131 -0.1 0.0 -0.1
O -2.2666 3.3646 1.2633 0.2 0.0 0.0
Al -3.1064 3.4074 2.7761 0.2 0.3 0.2
S -5.1826 2.2060 2.3975 0.1 -0.1 -0.2
O -5.4552 1.2474 3.4618 -0.2 0.0 0.1
O -6.2582 3.0775 1.9406 -0.2 0.0 0.1
C -5.0214 1.0633 0.9114 0.1 -0.1 -0.1
F -6.1921 0.4627 0.6579 -0.1 0.0 0.0
F -4.6562 1.7168 -0.1997 0.0 0.0 0.0
F -4.1139 0.0891 1.1223 0.0 0.1 0.0
H 1.7656 1.9121 3.8311 0.0 0.0 0.0
H 2.5935 1.6783 2.2826 0.0 0.0 0.1
H 2.2065 0.2906 3.2904 0.0 0.0 0.0
H -0.2586 0.7175 2.8907 0.0 0.0 0.0
H 0.6002 0.4871 1.3774 0.0 -0.1 0.0
H -0.1146 3.1933 2.5732 -0.1 0.0 -0.1
H 0.8062 2.9240 1.0930 0.0 0.1 0.1
H -1.6778 1.3968 0.9941 0.0 0.0 0.0
H -1.0204 2.5709 -0.1397 -0.1 -0.1 0.0
H -2.4389 2.5573 3.9563 0.0 -0.1 0.0
H -3.6296 4.8654 3.1555 -0.1 0.0 0.0
C 5.7995 1.7547 -0.7650 0.0 0.0 0.0
C 4.6264 1.6798 0.1936 -0.1 0.0 0.0
O 5.0227 1.4049 1.5310 0.2 0.0 0.0
H 6.3683 0.8243 -0.7453 0.0 0.0 0.0
H 5.4526 1.9307 -1.7848 0.0 0.0 0.0
H 6.4719 2.5730 -0.4943 0.0 0.0 0.0
H 3.9569 0.8640 -0.0784 0.0 0.0 0.0
H 4.0388 2.6036 0.1502 0.0 0.0 0.0
H 5.5854 2.1241 1.8361 -0.1 0.0 0.0
C 1.2602 4.1992 -3.1890 0.0 0.0 0.0
C 1.9517 3.0758 -2.4383 0.0 0.0 0.0
O 1.0503 2.3004 -1.6689 0.1 -0.1 -0.1
H 0.7181 4.8385 -2.4924 0.0 0.0 0.0
H 1.9838 4.8059 -3.7369 0.0 0.0 0.0
H 0.5434 3.7979 -3.9094 0.0 0.0 0.0
H 2.6618 3.4844 -1.7175 0.0 0.0 0.0
H 2.5168 2.4449 -3.1367 0.0 0.0 0.0
H 0.3992 1.9016 -2.2562 0.0 0.0 0.1
C -0.8628 -3.5897 -0.1818 0.0 0.1 -0.1
C -1.0252 -2.4100 0.7586 0.0 0.0 0.1
O -1.5408 -1.2576 0.1156 0.1 0.0 -0.2
H -0.2163 -3.3231 -1.0191 0.0 0.0 0.0
H -0.4305 -4.4528 0.3252 0.0 0.0 0.0
H -1.8303 -3.8972 -0.5877 0.0 0.0 0.0
H -0.0570 -2.1020 1.1565 0.0 0.0 0.0
H -1.6545 -2.6876 1.6123 0.0 0.0 0.0
H -2.4278 -1.4474 -0.2088 0.0 0.1 0.1
C -1.0865 -8.4181 -3.0130 0.0 0.0 0.0
C -1.1256 -6.9288 -2.7278 -0.1 0.0 0.0
O -0.2034 -6.5372 -1.7212 0.1 -0.1 0.0
H -1.2835 -8.9843 -2.1024 0.0 0.0 0.0
H -1.8332 -8.6888 -3.7612 0.0 0.0 0.0
H -0.1067 -8.7146 -3.3957 0.0 0.0 0.0
H -2.1037 -6.6395 -2.3431 0.0 0.0 0.0
H -0.9557 -6.3603 -3.6491 0.0 0.0 0.0
H 0.6869 -6.7460 -2.0226 0.0 0.0 0.0
```
Positions in Å, forces in eV/Å.